[1]
Here is a cluster of 10 separate species, C15H44N21O12S in total from the OMol25 dataset. Energies are from ωB97M-V/def2-TZVPD.

## Properties
Total charge   -1
DFT total energy   -82976.934 eV

XYZ file:
```
93
Properties=species:S:1:pos:R:3:forces:R:3
S -2.50429 -1.34642 2.23323 0.003 -0.111 0.426
O -6.93693 1.30873 -8.08554 0.006 0.026 -0.081
O 2.99663 -3.49036 4.10024 -0.121 -0.172 -0.037
O 4.90665 -1.02132 0.13435 0.019 0.067 -0.280
O 2.08582 -2.22682 2.49578 -0.054 -0.027 -0.086
O 1.11810 2.04282 4.24255 0.006 0.680 0.126
O 3.92434 -8.52994 1.78974 -0.038 -0.004 0.032
O -2.42054 -0.33220 -0.47675 0.190 0.322 -0.441
O 0.49729 -1.08336 -2.69299 -0.233 0.063 -0.227
O -3.96722 -1.56253 4.54427 0.209 0.080 0.448
O 4.32789 3.71999 7.69869 0.263 0.137 0.198
O -3.71308 2.13907 -5.25883 -0.017 -0.043 0.150
O -2.47705 4.77413 -8.53686 0.133 0.000 0.130
N 4.08515 -6.52345 2.84669 -0.024 0.271 0.212
N -1.98550 1.92663 -3.80034 -0.211 0.010 -0.040
N 2.71864 -0.69354 -2.70003 -0.065 -0.095 0.131
N 1.45344 -0.27097 -4.59066 -0.102 0.056 0.097
N -4.41404 -0.87326 -1.38933 -0.049 0.108 0.012
N -5.12504 -1.54858 2.67344 -0.203 0.003 0.214
N -4.77429 0.89817 -7.53683 -0.403 0.197 -0.145
N 5.89350 2.24138 6.97233 -0.081 0.141 0.018
N -5.73793 -0.12443 -9.37312 -0.069 0.011 -0.020
N 6.66501 -2.44931 0.05037 0.105 0.062 -0.071
N 4.75722 -3.02810 1.20487 -0.147 0.164 -0.236
N 0.63411 3.98735 5.31775 -0.073 0.027 -0.026
N -6.00594 -1.66479 3.74593 -0.153 -0.126 -0.165
N -2.46699 -1.07980 -2.62825 0.066 0.230 0.000
N -1.76552 3.17933 -5.72812 -0.118 -0.034 -0.131
N 2.04744 -7.55036 2.61780 -0.060 -0.114 0.065
N 2.67740 2.94819 5.60702 -0.224 0.350 -0.114
N -3.38264 6.84383 -8.31617 0.067 -0.016 -0.050
N 6.04628 3.18297 9.07181 -0.017 0.061 0.024
N -0.19661 -1.79225 4.22604 0.532 0.279 -0.022
N -4.63699 4.95191 -7.88074 0.136 -0.034 -0.076
C 1.49612 -0.70621 -3.28289 0.226 -0.034 -0.029
C 1.12832 -2.21030 4.70992 -0.694 -0.119 0.239
C 5.35480 3.08785 7.89645 0.076 -0.085 0.000
C 3.39325 -7.59607 2.37893 -0.017 0.128 -0.006
C -3.43901 5.47705 -8.26215 -0.293 -0.076 0.081
C -2.55485 2.39452 -4.93858 0.203 0.191 0.014
C -5.88229 0.73482 -8.30920 0.176 -0.074 0.010
C -3.04776 -0.73679 -1.43571 -0.247 -0.173 0.009
C -5.28717 -1.65305 4.80266 -0.462 -0.069 -0.394
C 1.45622 2.93398 5.00492 0.232 -0.202 -0.085
C 2.13562 -2.67213 3.65840 0.768 -0.430 -0.161
C -1.57640 -0.07120 3.16446 0.399 -0.394 0.596
C -3.93848 -1.49291 3.18893 0.123 0.266 -0.704
C 5.38809 -2.09971 0.45340 -0.077 -0.329 0.231
C -0.15095 -0.52605 3.50256 -0.639 0.068 -0.529
H -4.15663 7.43923 -8.09484 -0.033 -0.028 0.017
H -2.17348 3.52731 -6.57986 0.115 0.108 -0.142
H 7.09933 -3.31932 0.28731 -0.031 -0.034 0.025
H 2.25974 0.03869 -5.09685 0.044 -0.017 0.023
H 5.07290 -6.51195 2.68701 0.034 -0.075 0.002
H 5.67559 3.79551 9.77263 -0.029 0.003 0.006
H -1.04073 2.12603 -3.53136 0.020 -0.013 0.017
H 0.96050 -3.06213 5.36290 0.048 -0.167 0.086
H 2.78771 -1.03271 -1.75291 0.104 0.098 0.070
H -4.70966 3.95024 -7.82902 -0.039 -0.013 0.025
H 0.56143 -0.27447 -5.04689 -0.025 -0.011 0.001
H 1.57826 -1.43862 5.34934 0.303 0.154 -0.159
H -4.96542 -1.20222 -2.15765 0.024 -0.033 -0.020
H -1.46025 -1.01690 -2.70184 0.150 -0.137 0.105
H -2.10235 0.11325 4.09866 -0.282 0.118 -0.009
H 0.34936 0.28097 4.05251 -0.239 -0.373 -0.145
H -4.83456 1.51796 -6.74152 0.254 -0.169 0.102
H -0.74337 -1.61111 5.06172 -0.172 -0.154 0.041
H -4.88673 -0.60814 -9.58210 0.030 0.007 0.034
H -0.82034 3.42470 -5.50624 0.010 -0.023 0.069
H 0.89467 4.72478 5.94301 0.055 -0.028 0.027
H -5.43767 5.50656 -7.64804 -0.006 0.008 0.028
H 1.59830 -6.78784 3.09130 0.066 0.087 -0.056
H -4.86720 -0.63786 -0.52397 0.049 -0.088 0.043
H 3.81401 -2.85441 1.54863 -0.237 0.266 0.311
H 5.41840 2.14509 6.09567 0.039 -0.028 -0.051
H -2.51232 7.25559 -8.59277 0.024 -0.009 -0.001
H -6.53688 -0.26448 -9.96042 -0.027 0.007 0.006
H 7.16707 -1.78740 -0.50742 -0.008 0.036 0.002
H -1.55708 0.83323 2.56860 -0.055 0.130 -0.111
H 1.49631 -8.31772 2.28746 0.001 -0.009 -0.040
H 5.18686 -3.89786 1.45057 0.042 -0.027 0.028
H 6.88827 2.67553 9.26218 -0.003 -0.038 -0.023
H -2.54386 1.34131 -3.20203 0.101 -0.096 0.015
H -5.68955 -1.70350 5.79393 0.386 0.021 0.361
H 3.66056 -5.73933 3.33073 0.007 0.103 -0.123
H -3.90375 0.43684 -7.71561 0.022 -0.004 0.008
H 3.28352 2.18214 5.38878 -0.089 -0.116 -0.022
H -0.27159 4.00265 4.88997 -0.006 -0.027 -0.024
H 6.73198 1.71556 7.12519 -0.010 -0.034 0.023
H 0.36650 -0.64429 2.55678 0.364 -0.281 0.047
H 3.55250 -0.39861 -3.16792 0.041 0.009 0.011
H 3.00087 3.65985 6.24435 0.015 -0.303 0.014
H -2.99104 -1.39865 -3.42041 -0.104 -0.056 0.072
```
Forces are in eV/Å.

Atom charges from the Mulliken analysis, given in e for atoms 1 to 5:
1 S -0.0986
2 O -0.6609
3 O -0.8088
4 O -0.6804
5 O -0.8598



[2]
Here is a cluster of 7 separate species, C15H44N4O7 in total from the OMol25 dataset. Energies are from ωB97M-V/def2-TZVPD.

## Properties
SMILES   NC(N)=O.NC(N)=O.CC(C)O.CC(C)O.CC(C)O.CC(C)O.CO
Relative energy (zero: lowest compared OMol25 entry of this formula, charge and spin)   6.375 eV

XYZ file:
```
70
Properties=species:S:1:pos:R:3:forces:R:3
O 0.68884 -3.31420 0.84697 -6.245 -0.120 -0.093
O 2.10984 -1.78020 -2.15903 0.308 -1.468 0.720
O 0.55184 2.41480 -1.35403 7.113 -3.069 7.710
O -1.17016 0.52080 -0.17703 -2.146 3.170 -9.827
O 2.49084 2.34780 2.77897 4.004 0.377 -3.493
O -2.45816 -1.48220 -2.25403 9.038 -2.297 -1.963
O 2.84484 -1.04420 1.12897 -0.718 2.828 -8.971
N 3.92284 3.67280 1.58297 2.113 6.579 -2.148
N 3.96084 1.58980 1.15197 4.172 -4.999 -2.951
N -1.29316 -3.71320 1.99597 -0.406 -0.582 4.279
N -1.43916 -3.41420 -0.20203 2.032 0.408 -1.716
C -0.55416 1.75380 1.72697 -0.271 0.331 -2.357
C 3.47684 2.50580 1.86597 -7.073 0.038 5.708
C 4.05284 -0.99720 3.11297 -0.839 -1.951 0.303
C 0.19484 4.28680 -2.80003 -0.731 -0.968 -0.584
C -0.14816 2.88980 -2.24603 -6.565 4.368 -5.156
C 1.24484 -0.81920 -1.59903 -0.310 1.126 -1.684
C -4.62716 -2.16620 -1.94603 -0.724 -0.674 2.333
C -4.01716 0.17280 -2.16103 -0.612 -0.393 -0.765
C -0.68216 -3.43420 0.88197 7.820 -0.091 -0.866
C -0.88216 0.43980 1.02497 2.578 -0.744 8.972
C -3.52516 -1.16220 -1.70603 -7.749 2.037 2.307
C 1.54284 -1.13820 3.01697 1.410 1.021 1.535
C 2.85384 -1.45820 2.30497 0.626 -3.996 8.565
C -1.98416 -0.27320 1.71397 -1.623 -0.842 2.672
C -0.33816 1.89680 -3.31103 -0.326 -1.445 -2.393
H 1.20084 4.33380 -3.11603 1.346 -0.012 -0.584
H 0.60084 1.60880 -3.84603 -0.419 0.711 0.247
H -0.56116 1.50080 2.75397 0.083 0.516 1.183
H -4.73216 -2.39220 -2.95303 -0.485 0.111 -2.275
H -3.37416 -1.11220 -0.66503 0.226 0.192 1.667
H -2.25916 -3.98420 2.04797 -0.050 0.066 -0.212
H 4.02084 0.01580 3.32697 0.034 2.079 0.471
H -3.24216 0.88780 -2.22103 0.775 0.890 0.083
H -0.68316 0.91280 -2.94703 -0.279 0.564 0.160
H 1.65384 -1.20420 4.11497 -0.198 -0.184 -0.418
H -5.59516 -1.89920 -1.48603 0.397 0.103 -0.426
H 0.79084 -1.76520 2.66197 -1.397 -1.041 -0.479
H 2.69184 -1.39320 -2.81303 -0.071 0.281 0.113
H 3.50484 0.67580 1.24997 0.730 0.195 -0.408
H -4.38616 -3.14220 -1.54103 0.293 -0.328 0.508
H 0.24084 -1.25820 -1.38403 1.020 0.133 -0.041
H -1.12916 3.08580 -1.75603 -0.744 0.066 -0.811
H 3.02284 -2.54920 2.17997 -0.441 -0.248 1.209
H -2.40216 -3.43120 -0.10403 -1.884 -0.012 -0.290
H 0.43384 2.10680 1.39597 -0.274 -0.034 0.451
H 4.90784 -1.27120 2.54897 1.172 -0.048 -0.391
H 4.04184 -1.57220 4.04897 0.174 0.251 -0.173
H -4.76116 0.41780 -1.48203 -1.362 1.247 1.472
H 1.65784 -0.23820 -0.76503 -0.091 -0.489 0.083
H 1.14584 -0.10720 -2.43203 -0.729 0.267 0.685
H 4.26584 4.02680 0.61097 -0.929 -1.554 2.558
H -1.30916 -0.36520 -0.41303 -0.503 -1.720 -1.824
H 2.21184 -1.67020 0.72697 0.129 0.679 -1.042
H 5.02184 1.67980 0.91197 -3.039 -0.592 0.361
H 3.48684 4.40080 2.12097 0.048 0.198 0.073
H 1.30484 -0.09820 2.79397 0.029 0.092 0.060
H -2.29316 -1.23220 1.32797 0.308 -0.434 -0.972
H -2.57716 -1.80620 -3.10703 -0.113 -0.732 -2.429
H -0.97416 -3.31920 -1.10703 -0.556 0.072 0.634
H -4.56516 0.11080 -3.09503 0.257 -0.117 -0.585
H -1.72616 -0.58020 2.73297 0.131 0.419 0.157
H -1.06316 2.29980 -4.01703 -0.045 -0.371 -0.409
H -0.46316 4.47980 -3.67803 0.446 0.010 0.677
H -2.94216 0.26680 1.78497 0.432 0.405 -0.108
H -0.77816 -3.80520 2.90397 -0.481 0.311 -1.763
H -1.30716 2.52080 1.39697 0.452 -0.602 0.738
H 0.06784 5.05180 -2.06903 -0.282 0.542 0.639
H 0.03584 1.71480 -0.93103 0.346 -0.255 0.291
H -0.00216 -0.19620 1.06797 0.668 -0.273 0.981
```
Forces are in eV/Å.

Atom charges from the natural (NBO) analysis, given in e for atoms 1 to 5:
1 O -0.7693
2 O -0.7391
3 O -0.7257
4 O -0.7043
5 O -0.7608



[3]
Here is a structure of composition C15H45AsN4RhSi3 from the OMol25 dataset. Energies are from ωB97M-V/def2-TZVPD.

## Properties
Total charge   +3
DFT total energy   -109702.881 eV

XYZ file:
```
69
Properties=species:S:1:pos:R:3:forces:R:3
Rh -1.31801 -0.51533 0.01529 -3.445 0.404 -0.359
As 1.02297 -0.13003 0.02351 1.395 1.180 0.098
Si 1.97922 0.66134 2.21719 -0.482 -0.317 -0.831
Si 2.18816 1.34021 -1.81656 -0.738 -0.635 0.815
Si 1.82527 -2.49512 -0.45055 -0.907 -0.210 -0.112
N -1.63773 -0.25514 -2.20522 0.942 -0.374 0.852
N -3.14610 -1.87384 -0.09218 0.454 0.373 0.092
N -2.93902 0.93216 -0.02961 1.245 -1.053 0.054
N -1.76400 -0.21994 2.22740 0.903 -0.383 -0.756
C -2.68452 1.72917 -1.24630 -0.005 0.440 -0.235
C -4.27894 -1.13537 0.48658 -0.208 -0.082 0.150
C 0.95832 2.19392 2.50811 0.128 0.028 0.240
C -4.28137 0.27054 -0.05212 -0.318 0.064 -0.040
C -2.57451 0.86565 -2.47111 -0.161 0.072 -0.019
C 1.43921 -3.46443 1.08334 0.176 0.004 0.018
C 3.60003 -2.41652 -0.94451 0.054 0.198 0.040
C 0.62501 -2.93841 -1.82020 0.240 -0.166 -0.062
C 1.41561 2.93493 -1.26367 0.223 0.211 -0.260
C -2.72551 1.75396 1.17659 0.029 0.378 0.276
C 1.52602 0.66578 -3.41828 0.073 0.133 -0.111
C 1.60079 -0.75172 3.37357 0.049 0.210 0.221
C -2.72302 0.90170 2.41316 -0.131 0.102 0.002
C 4.00480 1.16037 -1.58457 0.053 0.080 -0.121
C 3.77522 0.99161 1.93136 0.018 0.022 0.234
H 4.20658 -1.82191 -0.25952 0.016 -0.033 -0.003
H -0.89016 -0.00203 2.69905 -0.021 -0.067 0.055
H 0.74482 -1.35249 3.06333 0.042 -0.044 0.011
H -5.23914 -1.59702 0.24721 0.010 -0.052 0.020
H -2.45366 1.52482 3.26589 0.060 -0.106 0.071
H -1.97863 -1.10868 -2.63736 0.131 -0.024 -0.056
H -0.73558 -0.06450 -2.63486 -0.002 -0.067 -0.043
H -0.11613 2.00352 2.50760 0.022 0.011 0.041
H -1.75936 2.24802 1.07211 -0.017 0.022 -0.100
H -2.11755 -1.06431 2.66872 0.087 -0.024 0.030
H 1.21215 2.61795 3.48469 -0.029 0.014 -0.007
H 4.34594 1.51306 -0.61519 -0.007 0.014 -0.022
H 1.88786 3.31579 -0.35760 0.002 -0.011 -0.005
H -4.63495 0.24950 -1.08089 0.035 0.077 -0.015
H -3.49193 2.53037 1.26218 -0.041 -0.013 -0.162
H 2.46252 -1.41642 3.45490 -0.036 -0.042 -0.022
H -0.39518 -2.68116 -1.52698 -0.028 -0.077 0.019
H 3.93687 1.93911 1.41806 -0.004 0.000 0.010
H 2.17900 -3.31696 1.87062 -0.045 0.007 0.027
H 1.42480 -0.41958 -3.41853 0.053 -0.008 -0.008
H -3.35217 -2.10318 -1.06132 0.029 -0.122 0.025
H 4.00036 -3.43613 -0.92214 -0.078 -0.024 0.025
H 1.40336 -0.37139 4.38055 0.028 -0.023 0.004
H 0.86030 -2.43707 -2.76034 -0.039 0.006 -0.004
H 1.54836 3.69731 -2.03833 -0.017 0.025 0.037
H -5.00138 0.86441 0.51584 0.085 0.179 -0.076
H 1.16326 2.96374 1.76376 -0.004 -0.023 -0.012
H -3.71566 0.50851 2.61857 0.037 -0.046 0.075
H -2.22758 1.49220 -3.29281 0.044 -0.116 -0.085
H 0.45164 -3.22568 1.47958 -0.007 -0.017 0.004
H -3.53966 0.46649 -2.77652 0.034 -0.075 -0.030
H 3.73050 -2.03690 -1.95796 -0.011 -0.002 0.000
H -3.46491 2.48311 -1.39100 -0.042 -0.011 0.139
H 4.34996 0.13865 -1.72966 0.004 0.001 -0.032
H -1.74134 2.25361 -1.09624 -0.040 0.033 0.095
H 0.34551 2.82786 -1.08229 0.017 0.001 -0.012
H -3.03851 -2.76162 0.39317 0.101 -0.041 -0.092
H 4.26651 1.06884 2.90696 0.007 0.005 -0.012
H 2.22775 0.91369 -4.22070 -0.045 0.000 -0.027
H 0.57304 1.12557 -3.69500 0.015 0.019 -0.017
H 4.49689 1.77754 -2.34512 -0.014 -0.007 -0.007
H 1.44688 -4.53016 0.83231 0.037 0.019 -0.031
H -4.18479 -1.15994 1.56852 0.004 -0.047 0.003
H 0.65049 -4.01392 -2.01881 0.041 0.015 -0.007
H 4.27502 0.19190 1.38433 -0.006 -0.004 0.012
```
Forces are in eV/Å.

Atom charges from the natural (NBO) analysis, given in e for atoms 1 to 5:
1 Rh 0.8222
2 As -0.5444
3 Si 1.5569
4 Si 1.6579
5 Si 1.6291